Molecular formula: C4H12NO2
Method: DFT, ωB97M-V with the def2-TZVPD basis set

Last columns: bonded neighbours and bond lengths (Å).
Element x y z (Å)
1 O 1.77410 -0.06283 -0.26378  C4 1.420, H18 1.073
2 O -0.46162 -0.90277 0.61609  C5 1.369
3 N -1.97296 -2.12090 1.97508  C5 1.473, H9 1.009, H17 1.012
4 C 1.24848 1.00225 -1.04179  O1 1.420, C6 1.535, C7 1.526, H15 1.101
5 C -0.57471 -1.79415 1.64856  O2 1.369, N3 1.473, H13 1.108, H14 1.107
6 C 0.60732 2.07935 -0.15519  C4 1.535, H8 1.090, H10 1.097, H16 1.099
7 C 0.23417 0.56891 -2.09619  C4 1.526, H11 1.096, H12 1.090, H19 1.095
8 H -0.26764 1.63429 0.31817  C6 1.090
9 H -2.45928 -2.54967 1.20194  N3 1.009
10 H 0.26735 2.94958 -0.72944  C6 1.097
11 H 0.63977 -0.13321 -2.83367  C7 1.096
12 H -0.59097 0.04078 -1.61756  C7 1.090
13 H -0.06990 -2.75542 1.42748  C5 1.108
14 H -0.15721 -1.44712 2.61371  C5 1.107
15 H 2.16723 1.41377 -1.48680  C4 1.101
16 H 1.28076 2.42806 0.63985  C6 1.099
17 H -2.39205 -1.23002 2.20875  N3 1.012
18 H 0.94020 -0.50835 0.24416  O1 1.073
19 H -0.21305 1.38746 -2.66938  C7 1.095

Values from the calculation:
Net charge: -1
DFT total energy (Eh): -364.85038
2S+1: 1
Relative energy (zero: lowest compared OMol25 entry of this formula, charge and spin) (kJ/mol): 13.45
HOMO-LUMO gap (eV): 7.74